The following is a quantum chemistry calculation of 10 unconnected molecules or ions with the total composition C18H49IN9O10P2S at a distorted geometry, from OMol25.

- lowest unoccupied orbital energy (Ha) = -0.17502
- E_HOMO (Ha) = -0.3861
- gap between HOMO and LUMO (eV) = 5.74
- total energy (hartree) = -3339.03462

ORCA input file:
```
! wB97M-V def2-TZVPD RIJCOSX def2/J DEFGRID3
* xyz 1 1
O 2.393 -4.982 3.109
P 1.900 -3.581 3.071
P 3.542 -2.240 2.334
S 3.962 -2.506 0.362
I 3.112 0.009 2.938
H 0.861 -3.292 2.171
H 1.543 -2.989 4.287
H 4.714 -2.644 2.984
H 2.716 -2.164 -0.033
O -0.510 -2.240 4.068
C -1.222 -1.778 4.960
N -2.047 -2.558 5.676
C -1.222 -0.308 5.286
H -2.648 -2.186 6.388
H -2.101 -3.539 5.458
H -1.505 0.243 4.390
H -0.213 -0.009 5.567
H -1.906 -0.049 6.091
O -1.511 1.805 -0.570
C -0.367 1.845 -0.174
N -0.044 1.497 1.108
C 0.783 2.263 -1.059
H 0.896 1.487 1.447
H -0.788 1.211 1.722
H 0.599 3.274 -1.420
H 0.812 1.605 -1.926
H 1.749 2.241 -0.553
O -2.663 -4.829 0.416
C -2.038 -5.871 0.485
N -2.573 -7.050 0.093
C -0.630 -5.942 1.033
H -2.073 -7.917 0.148
H -3.510 -7.050 -0.272
H -0.628 -5.549 2.050
H 0.033 -5.338 0.416
H -0.245 -6.960 1.061
O 6.033 -7.684 5.994
C 4.944 -7.370 5.564
N 4.804 -6.606 4.443
C 3.657 -7.795 6.234
H 3.911 -6.333 4.074
H 5.645 -6.326 3.969
H 3.662 -7.428 7.259
H 3.629 -8.882 6.271
H 2.767 -7.430 5.723
O -2.635 4.063 -5.278
C -3.301 3.832 -4.280
N -4.454 4.485 -4.017
C -2.850 2.811 -3.265
H -5.010 4.306 -3.202
H -4.800 5.161 -4.677
H -1.867 3.094 -2.900
H -2.761 1.845 -3.759
H -3.520 2.713 -2.413
O -5.573 -0.344 0.670
C -4.579 -1.034 0.779
N -4.529 -2.322 0.364
C -3.308 -0.490 1.396
H -3.717 -2.907 0.461
H -5.357 -2.707 -0.056
H -3.537 -0.153 2.408
H -3.006 0.374 0.805
H -2.498 -1.221 1.427
O 6.650 -1.139 1.080
C 7.589 -1.263 0.304
N 7.476 -0.952 -1.007
C 8.940 -1.752 0.760
H 8.251 -1.022 -1.640
H 6.613 -0.556 -1.338
H 8.826 -2.741 1.202
H 9.304 -1.080 1.536
H 9.672 -1.801 -0.042
O -6.397 6.851 -3.997
C -5.686 7.838 -3.945
N -5.672 8.652 -2.859
C -4.773 8.234 -5.082
H -5.100 9.472 -2.810
H -6.278 8.427 -2.089
H -5.378 8.374 -5.976
H -4.073 7.420 -5.273
H -4.209 9.144 -4.884
O 1.953 6.167 -5.976
C 0.954 6.425 -6.622
N 1.030 6.942 -7.878
C -0.436 6.188 -6.086
H 0.215 7.147 -8.422
H 1.941 7.106 -8.271
H -0.549 6.751 -5.160
H -0.561 5.133 -5.853
H -1.223 6.477 -6.779
*
```


The following is a quantum chemistry calculation of 8 unconnected molecules or ions with the total composition C18H50O9S7 at a distorted geometry, from OMol25.

- lowest unoccupied orbital energy (Ha) = -0.00032
- E_HOMO (Ha) = -0.3124
- gap between HOMO and LUMO (eV) = 8.49
- total energy (hartree) = -4179.92519

ORCA input file:
```
! wB97M-V def2-TZVPD RIJCOSX def2/J DEFGRID3
* xyz 0 1
C -5.558 -3.793 -6.785
S -3.770 -4.187 -6.391
O -2.823 -3.217 -7.105
C -3.900 -3.474 -4.650
H -5.923 -2.843 -6.396
H -6.259 -4.539 -6.409
H -5.686 -3.918 -7.860
H -2.923 -3.646 -4.198
H -4.712 -3.863 -4.037
H -4.007 -2.398 -4.518
C 6.815 2.751 2.612
S 5.191 2.649 1.700
O 5.590 2.370 0.265
C 4.716 1.080 2.543
H 7.224 3.734 2.377
H 7.406 1.906 2.259
H 6.524 2.565 3.645
H 3.925 0.493 2.076
H 4.311 1.180 3.550
H 5.522 0.355 2.428
C -4.726 6.474 5.671
S -3.532 7.735 5.013
O -4.153 9.045 4.595
C -2.438 8.063 6.381
H -5.342 6.302 4.787
H -5.301 7.003 6.431
H -4.245 5.548 5.986
H -2.806 8.721 7.169
H -1.595 8.530 5.872
H -2.123 7.207 6.978
C 1.712 -2.212 6.783
S 0.580 -1.724 5.389
O 0.344 -2.942 4.526
C -0.911 -1.595 6.453
H 1.804 -1.234 7.255
H 2.702 -2.605 6.552
H 1.265 -2.970 7.427
H -0.734 -1.213 7.458
H -1.176 -2.646 6.570
H -1.664 -1.016 5.918
C -6.865 -2.804 1.507
S -5.720 -1.442 1.982
O -5.341 -0.490 0.778
C -6.608 -0.493 3.263
H -7.751 -2.399 1.018
H -7.009 -3.498 2.335
H -6.173 -3.220 0.775
H -5.982 -0.606 4.148
H -7.657 -0.778 3.341
H -6.560 0.576 3.053
C 4.382 2.131 -5.533
S 5.670 0.876 -5.932
O 6.290 1.367 -7.243
C 6.871 1.288 -4.599
H 4.707 3.146 -5.764
H 4.088 2.166 -4.484
H 3.547 1.893 -6.193
H 6.487 0.950 -3.637
H 7.080 2.358 -4.609
H 7.845 0.805 -4.669
C 2.649 -5.031 -5.722
S 4.471 -4.945 -5.590
O 4.905 -5.786 -4.375
C 4.677 -6.009 -7.077
H 2.348 -6.077 -5.657
H 2.236 -4.368 -6.482
H 2.315 -4.653 -4.756
H 4.389 -5.510 -8.002
H 4.043 -6.895 -7.056
H 5.709 -6.346 -7.182
O 0.185 1.139 -1.846
C 0.145 0.682 -0.733
O -0.219 1.206 0.406
C -1.144 2.313 0.431
C -1.731 2.462 1.834
C 0.518 -0.864 -0.596
H -1.953 2.127 -0.274
H -0.717 3.283 0.174
H -0.947 2.706 2.550
H -2.116 1.496 2.161
H -2.464 3.260 1.719
H 0.036 -1.396 -1.416
H 0.457 -1.293 0.404
H 1.585 -1.001 -0.771
*
```


The following is a quantum chemistry calculation of 7 unconnected molecules or ions with the total composition C18H52N2O12 at a distorted geometry, from OMol25.

- SMILES = COC[C@H](C)N.COC[C@H](C)N.OCCO.OCCO.OCCO.OCCO.OCCO
- relative energy (zero: lowest compared OMol25 entry of this formula, charge and spin) (kJ/mol) = 163.8
- lowest unoccupied orbital energy (Ha) = 0.01790
- E_HOMO (Ha) = -0.3453
- gap between HOMO and LUMO (eV) = 9.88
- total energy (hartree) = -1729.23642

ORCA input file:
```
! wB97M-V def2-TZVPD RIJCOSX def2/J DEFGRID3
* xyz 0 1
C -2.729 8.566 -14.742
O -1.999 8.270 -15.911
C -2.857 8.047 -17.043
C -2.754 9.218 -17.968
C -3.896 9.483 -18.940
N -1.472 9.165 -18.691
H -3.342 9.466 -14.886
H -2.044 8.747 -13.916
H -3.379 7.718 -14.490
H -2.513 7.115 -17.504
H -3.878 7.865 -16.699
H -2.729 10.087 -17.289
H -4.872 9.590 -18.456
H -3.986 8.704 -19.694
H -3.688 10.464 -19.368
H -0.791 8.688 -18.109
H -1.079 10.095 -18.788
C -6.517 7.743 -14.887
O -6.155 6.785 -13.900
C -6.500 5.453 -14.146
C -5.712 4.723 -15.241
C -6.165 5.032 -16.638
N -5.750 3.272 -15.063
H -5.823 7.674 -15.719
H -6.433 8.709 -14.390
H -7.568 7.629 -15.167
H -6.331 4.901 -13.216
H -7.583 5.334 -14.340
H -4.676 5.078 -15.174
H -7.245 4.890 -16.790
H -5.680 4.364 -17.356
H -5.967 6.042 -16.984
H -5.633 3.052 -14.075
H -6.708 2.965 -15.236
O -6.506 6.130 -21.994
C -7.670 6.071 -21.170
C -7.265 5.872 -19.727
O -6.418 6.928 -19.316
H -6.200 5.232 -22.150
H -8.209 7.008 -21.292
H -8.311 5.243 -21.497
H -6.780 4.895 -19.606
H -8.130 5.905 -19.065
H -5.763 7.004 -20.022
O 2.313 6.272 -16.848
C 2.185 7.676 -16.916
C 1.958 8.204 -15.502
O 2.856 7.670 -14.533
H 2.704 5.944 -17.660
H 3.050 8.139 -17.397
H 1.261 7.959 -17.443
H 0.951 7.908 -15.192
H 2.070 9.285 -15.491
H 2.648 6.738 -14.420
O 1.187 10.499 -20.980
C 0.032 10.644 -21.781
C 0.218 11.807 -22.768
O 1.582 12.114 -22.935
H 1.169 9.645 -20.543
H -0.143 9.710 -22.333
H -0.851 10.745 -21.142
H -0.323 12.671 -22.353
H -0.254 11.529 -23.716
H 1.622 12.972 -23.365
O -4.070 14.376 -22.978
C -4.650 13.120 -23.311
C -4.669 12.218 -22.100
O -3.435 11.589 -21.799
H -3.612 14.716 -23.749
H -5.696 13.210 -23.637
H -4.100 12.670 -24.141
H -5.423 11.455 -22.313
H -5.032 12.755 -21.216
H -2.786 12.296 -21.718
O -2.749 4.093 -11.466
C -3.362 5.117 -12.213
C -4.122 6.071 -11.324
O -3.311 6.347 -10.178
H -2.334 4.508 -10.701
H -2.636 5.722 -12.776
H -4.045 4.621 -12.899
H -5.047 5.606 -10.947
H -4.466 6.994 -11.794
H -3.453 7.241 -9.860
*
```